A structure of composition C21H26AuBrN5Se2 in a non-equilibrium geometry, computed with ωB97M-V/def2-TZVPD.

Geometry as XYZ:
```
56
Properties=species:S:1:pos:R:3
Au 0.028 0.292 0.429
Se 1.060 3.012 1.819
Se -0.626 2.100 3.112
C -0.090 0.239 3.325
C 0.019 -0.242 4.618
C 0.338 -1.581 4.822
C 0.538 -2.414 3.732
C 0.410 -1.890 2.463
N 0.095 -0.594 2.278
C 0.213 3.165 0.097
C 0.093 4.430 -0.448
C -0.335 4.566 -1.765
C -0.653 3.435 -2.497
C -0.551 2.199 -1.892
N -0.121 2.071 -0.625
H -0.137 0.427 5.454
H 0.435 -1.963 5.831
H 0.788 -3.459 3.856
H 0.548 -2.497 1.579
H 0.345 5.295 0.149
H -0.411 5.550 -2.210
H -0.972 3.500 -3.527
H -0.805 1.297 -2.426
C 6.359 0.767 0.533
C 5.561 -0.523 0.658
N 4.225 -0.443 0.011
C 4.187 -0.738 -1.437
C 4.117 0.509 -2.315
C 3.151 -0.086 0.674
C 3.263 0.199 2.136
N 1.968 -0.004 0.032
H 7.282 0.661 1.102
H 5.813 1.625 0.927
H 6.632 0.972 -0.501
H 5.442 -0.800 1.701
H 6.095 -1.337 0.172
H 3.349 -1.411 -1.641
H 5.088 -1.299 -1.670
H 3.246 1.131 -2.093
H 4.064 0.207 -3.361
H 5.005 1.125 -2.190
H 3.583 -0.696 2.671
H 2.314 0.520 2.535
H 3.999 0.980 2.321
H 2.027 -0.239 -0.951
Br -6.525 -0.197 -0.539
C -4.720 -0.073 -0.196
C -3.789 -0.274 -1.217
C -2.454 -0.180 -0.920
N -2.006 0.098 0.325
C -2.902 0.261 1.316
C -4.257 0.197 1.090
H -4.102 -0.505 -2.225
H -1.711 -0.365 -1.686
H -2.524 0.417 2.310
H -4.945 0.353 1.908
```

The charge is +3. For the LUMO energy, the calculation gives -10.94 eV. The value obtained for the frontier orbital gap is 6.8 eV.

Let us look at the Löwdin charges, expressed in e, one per atom:
1 Au 1.29
2 Se 0.77
3 Se 0.78
4 C -0.63
5 C -0.05
6 C 0.03
7 C 0.01
8 C -0.08
9 N -0.13
10 C -0.61
11 C -0.05
12 C 0.03
13 C 0.01
14 C -0.08
15 N -0.11
16 H 0.13
17 H 0.14
18 H 0.14
19 H 0.13
20 H 0.13
21 H 0.14
22 H 0.14
23 H 0.11
24 C -0.04
25 C -0.16
26 N -0.04
27 C -0.16
28 C -0.05
29 C -0.35
30 C 0.00
31 N -0.03
32 H 0.10
33 H 0.08
34 H 0.08
35 H 0.11
36 H 0.13
37 H 0.12
38 H 0.13
39 H 0.06
40 H 0.10
41 H 0.08
42 H 0.11
43 H 0.01
44 H 0.11
45 H 0.05
46 Br 0.97
47 C -0.67
48 C -0.05
49 C -0.12
50 N -0.10
51 C -0.10
52 C -0.05
53 H 0.13
54 H 0.11
55 H 0.06
56 H 0.13

=====

A structure of composition C21H26AuN7P, computed with ωB97M-V/def2-TZVPD.

Geometry as XYZ:
```
56
Properties=species:S:1:pos:R:3
Au 0.452 0.343 0.053
N -0.492 -1.417 2.232
P -1.194 -1.090 0.747
C -2.676 -0.131 0.914
C -2.858 1.075 0.233
C -4.052 1.762 0.372
C -5.055 1.251 1.187
C -4.876 0.048 1.862
C -3.691 -0.652 1.725
C -1.429 -2.580 -0.156
C -0.687 -3.735 0.121
C -0.938 -4.886 -0.605
C -1.901 -4.878 -1.610
C -2.622 -3.724 -1.899
C -2.399 -2.569 -1.169
C 0.098 -0.337 2.874
C 0.311 -0.305 4.244
C 0.891 0.815 4.800
C 1.224 1.900 3.987
C 0.992 1.808 2.642
N 0.454 0.700 2.080
H -0.727 -2.231 2.785
H -2.087 1.480 -0.414
H -4.204 2.695 -0.154
H -5.986 1.791 1.294
H -5.664 -0.346 2.490
H -3.566 -1.597 2.241
H 0.076 -3.741 0.890
H -0.389 -5.791 -0.386
H -2.099 -5.785 -2.166
H -3.377 -3.734 -2.673
H -2.998 -1.685 -1.356
H 0.009 -1.145 4.854
H 1.069 0.857 5.867
H 1.655 2.801 4.396
H 1.214 2.626 1.976
C 4.722 2.266 -2.876
N 3.769 2.450 -1.770
C 3.993 3.591 -0.873
C 2.753 1.630 -1.545
N 1.951 1.710 -0.508
N 2.542 0.632 -2.494
C 1.390 -0.063 -2.749
N 1.336 -0.676 -3.929
N 0.398 -0.154 -1.891
H 5.623 2.821 -2.638
H 4.321 2.645 -3.817
H 5.031 1.224 -2.970
H 4.641 4.299 -1.380
H 4.474 3.276 0.054
H 3.059 4.113 -0.666
H 2.093 2.543 0.043
H 3.244 0.571 -3.215
H 2.036 -0.542 -4.642
H 0.553 -1.261 -4.176
H -0.405 -0.665 -2.236
```

The calculation puts the energy relative to the best compared isomer or geometry (same formula, charge and spin) at 0.0 kcal/mol. The charge is +3. For the LUMO energy, the calculation gives -9.87 eV. The value obtained for the frontier orbital gap is 7.7 eV.

Let us look at the Löwdin charges, expressed in e, one per atom:
1 Au 1.17
2 N -0.06
3 P 0.93
4 C -0.37
5 C -0.10
6 C -0.04
7 C -0.01
8 C -0.03
9 C -0.06
10 C -0.36
11 C -0.07
12 C -0.03
13 C -0.01
14 C -0.03
15 C -0.08
16 C -0.34
17 C 0.04
18 C 0.03
19 C 0.00
20 C -0.08
21 N -0.07
22 H 0.14
23 H 0.08
24 H 0.13
25 H 0.13
26 H 0.13
27 H 0.12
28 H 0.11
29 H 0.13
30 H 0.13
31 H 0.13
32 H 0.12
33 H 0.14
34 H 0.14
35 H 0.14
36 H 0.11
37 C 0.01
38 N -0.11
39 C 0.01
40 C -0.38
41 N 0.01
42 N 0.18
43 C -0.43
44 N 0.23
45 N -0.02
46 H 0.11
47 H 0.12
48 H 0.10
49 H 0.11
50 H 0.12
51 H 0.10
52 H 0.04
53 H 0.13
54 H 0.15
55 H 0.14
56 H 0.08

=====

A cluster of 2 separate species, C21H26BBr2N2O4S in total in a non-equilibrium geometry, computed with ωB97M-V/def2-TZVPD.

Geometry as XYZ:
```
57
Properties=species:S:1:pos:R:3
C -5.178 -2.112 3.889
C -3.941 -1.289 4.145
O -3.458 -1.256 5.242
O -3.327 -0.624 3.132
C -4.185 0.156 2.288
C -3.371 0.841 1.205
C -2.527 -0.174 0.426
N -1.624 0.519 -0.517
C -1.835 0.139 -1.877
C -2.629 0.952 -2.682
C -2.824 0.610 -4.012
C -2.225 -0.521 -4.546
C -1.431 -1.345 -3.757
C -1.249 -0.995 -2.426
S -0.233 -1.970 -1.339
C 0.562 -0.648 -0.432
C -0.241 0.441 -0.122
C 0.281 1.529 0.574
C 1.611 1.506 0.941
C 2.429 0.416 0.627
B 3.956 0.549 1.077
N 4.722 1.517 0.388
O 4.464 -0.226 2.109
C 1.918 -0.682 -0.068
C 2.849 -1.813 -0.417
Br 2.207 -3.526 0.326
C 3.107 -1.880 -1.968
C 2.823 -3.185 -2.678
Br 5.039 -1.533 -2.230
H -5.780 -2.153 4.788
H -5.815 -1.713 3.102
H -4.892 -3.112 3.565
H -4.916 -0.483 1.785
H -4.740 0.884 2.882
H -2.765 1.655 1.599
H -4.101 1.275 0.516
H -3.233 -0.815 -0.105
H -1.947 -0.755 1.141
H -3.067 1.832 -2.234
H -3.417 1.248 -4.655
H -2.354 -0.775 -5.591
H -0.945 -2.222 -4.159
H -0.361 2.373 0.777
H 2.039 2.368 1.446
H 4.181 2.394 0.458
H 5.639 1.644 0.803
H 3.893 -0.980 2.278
H 3.818 -1.680 0.042
H 2.613 -1.039 -2.438
H 1.769 -3.447 -2.676
H 3.118 -3.061 -3.722
H 3.401 -4.018 -2.285
C 4.414 5.022 1.068
O 3.401 4.280 0.582
H 5.159 5.394 0.312
H 4.120 5.967 1.599
H 5.079 4.521 1.829
```

The charge is -1. For the LUMO energy, the calculation gives 2.05 eV. The value obtained for the frontier orbital gap is 5.0 eV.

Let us look at the Löwdin charges, expressed in e, one per atom:
1 C 0.01
2 C -0.52
3 O 0.12
4 O -0.01
5 C -0.19
6 C -0.14
7 C -0.15
8 N -0.05
9 C -0.25
10 C -0.01
11 C -0.09
12 C -0.10
13 C -0.09
14 C -0.43
15 S 1.01
16 C -0.37
17 C -0.24
18 C 0.03
19 C 0.00
20 C -0.04
21 B -0.65
22 N 0.21
23 O 0.13
24 C -0.26
25 C -0.66
26 Br 0.71
27 C -0.71
28 C -0.24
29 Br 0.70
30 H 0.09
31 H 0.06
32 H 0.10
33 H 0.11
34 H 0.13
35 H 0.12
36 H 0.12
37 H 0.13
38 H 0.12
39 H 0.11
40 H 0.10
41 H 0.10
42 H 0.10
43 H 0.12
44 H 0.11
45 H 0.05
46 H 0.08
47 H 0.08
48 H 0.03
49 H 0.09
50 H 0.03
51 H 0.07
52 H 0.05
53 C -0.49
54 O -0.42
55 H 0.03
56 H 0.03
57 H 0.03